# 1
{
  "formula": "C4H14O2S",
  "method": "the ωB97M-V functional and the def2-TZVPD basis",
  "orbital_gap_ha": 0.355,
  "total_energy_ev": -19304.20064,
  "homo_energy_ha": -0.3330,
  "de_lowest_kj_mol": 129.6,
  "multiplicity": 1,
  "largest_force_ev_per_a": 3.61,
  "smiles": "CCCCS.O.O",
  "elements": ["S", "O", "O", "C", "C", "C", "C", "H", "H", "H", "H", "H", "H", "H", "H", "H", "H", "H", "H", "H", "H"],
  "positions_angstrom": [[2.776218, 0.346650, -0.057363], [-3.267548, 1.923039, 0.258571], [-0.274462, 1.938908, -1.480690], [1.616536, -1.143445, 0.122921], [0.206162, -0.676971, 0.436002], [-0.880737, -1.730953, -0.050986], [-2.169371, -1.813239, 0.801733], [1.544885, -1.681521, -0.873868], [-0.263431, -2.651865, 0.028178], [0.046147, -0.508231, 1.531783], [-1.916668, -2.037252, 1.841097], [-2.788746, 1.167650, 0.674740], [-2.891380, -2.665070, 0.374448], [-2.777830, -0.893328, 0.824450], [1.904309, -1.975356, 0.797800], [0.362019, 2.558885, -0.949448], [-0.091283, 0.209918, -0.152834], [2.480178, 0.869809, 1.192919], [-0.967942, -1.578284, -1.165301], [-3.133632, 2.539874, 1.014503], [-0.225567, 2.390440, -2.301721]],
  "atomic_forces_ev_per_a": [[-0.8, -1.1, 1.3], [0.9, -0.3, 2.0], [2.0, 1.7, 2.5], [-0.4, -0.2, -1.3], [-2.2, 0.1, 0.0], [1.9, -0.2, 0.0], [-1.0, -1.4, -1.5], [0.5, 1.0, 0.7], [-1.1, -0.2, 0.0], [0.3, 0.1, -0.8], [0.0, -0.2, -0.1], [-0.5, 0.3, -1.0], [1.6, 1.8, 1.1], [0.3, -0.3, -0.3], [0.4, 0.9, 0.0], [-1.7, -2.0, -1.0], [0.7, 0.0, 0.7], [0.3, -0.4, -1.0], [-0.6, -0.1, 1.2], [-0.5, 0.0, -1.0], [-0.3, 0.4, -1.6]]
}

---

# 2
{
  "formula": "C17H18AsCrN4O8S2",
  "method": "the ωB97M-V functional and the def2-TZVPD basis",
  "total_charge": -2,
  "orbital_gap_ha": [0.226, 0.179],
  "total_energy_ev": -151192.57531,
  "homo_energy_ha": [-0.0430, 0.0045],
  "de_lowest_kj_mol": 0.0,
  "multiplicity": 2,
  "largest_force_ev_per_a": 1.47,
  "s2": 1.03,
  "elements": ["As", "Cr", "S", "S", "O", "O", "O", "O", "O", "O", "O", "O", "N", "N", "N", "N", "C", "C", "C", "C", "C", "C", "C", "C", "C", "C", "C", "C", "C", "C", "C", "C", "C", "H", "H", "H", "H", "H", "H", "H", "H", "H", "H", "H", "H", "H", "H", "H", "H", "H", "H"],
  "positions_angstrom": [[1.160028, 0.621837, -1.465826], [-1.099334, -0.107987, 0.961168], [-1.677160, 0.252113, 3.324697], [0.944752, 2.814273, 1.216374], [-0.221135, -0.148907, -0.939690], [-3.073405, 2.031811, 0.203428], [1.593315, 0.161073, -2.979083], [0.393131, 3.765064, 2.158974], [0.353935, 1.480027, 1.260150], [2.407435, 2.739635, 1.246328], [-2.994680, -2.042009, -0.293131], [2.604644, 0.421884, -0.492324], [0.435876, 0.544746, 4.936506], [0.866341, -0.687888, 3.066067], [0.116338, -3.029138, -0.413691], [0.443168, -1.173731, 1.862163], [-2.926094, -1.272422, -1.486571], [-0.202774, 5.154257, -1.861082], [0.438784, 3.029935, -2.786322], [-0.017600, 4.327592, -2.962001], [1.396383, -1.803049, 1.250502], [-2.395654, -2.688595, 1.827333], [1.300228, -2.590419, 0.042432], [0.726779, 2.539963, -1.517501], [1.213847, -4.119840, -2.243706], [0.090877, -3.752550, -1.515825], [-2.243681, -1.638901, 0.755847], [-0.011372, -0.014667, 3.745369], [2.491722, -2.940468, -0.616041], [2.446839, -3.693269, -1.766440], [0.090009, 4.684768, -0.590606], [0.552166, 3.389720, -0.421601], [-2.351138, 1.155360, 0.460312], [-2.515763, -2.223102, 2.804890], [3.357048, -3.943329, -2.298650], [1.440864, 0.671381, 4.918317], [-3.423703, -0.311498, -1.341992], [2.646858, 1.098301, 0.217133], [-3.449074, -1.851333, -2.251117], [-0.589840, 6.157988, -1.994132], [3.429611, -2.563612, -0.227487], [-0.051460, 1.407579, 5.124178], [-3.234004, -3.360214, 1.609466], [-0.241973, 4.693826, -3.957524], [-0.898543, -4.067766, -1.842662], [2.382571, -1.721418, 1.700698], [-0.047991, 5.298680, 0.290204], [1.123888, -4.692596, -3.157253], [-1.469816, -3.270452, 1.842169], [0.580159, 2.358612, -3.626302], [-1.891400, -1.091267, -1.776145]],
  "atomic_forces_ev_per_a": [[-0.4, -0.1, -1.0], [-1.2, 0.5, 0.2], [0.7, 0.0, -0.1], [0.2, 0.2, 0.4], [0.6, -0.1, 0.5], [-0.1, -0.2, 0.1], [0.1, 0.1, -0.1], [0.0, -0.1, -0.2], [0.2, 0.1, 0.0], [-0.1, -0.1, -0.1], [0.0, -0.4, -0.2], [0.1, 0.2, 0.5], [0.3, 0.0, -0.1], [0.6, 0.1, 0.5], [0.2, 0.1, 0.5], [1.2, -0.6, -0.6], [0.1, 0.0, 0.0], [0.0, 0.0, -0.2], [0.1, -0.2, 0.0], [-0.1, 0.1, 0.1], [-0.4, 0.5, 0.9], [-0.1, 0.1, -0.1], [-0.2, -0.5, -1.0], [0.0, 0.1, 0.2], [0.2, 0.2, 0.1], [-0.2, -0.2, -0.1], [-0.2, 0.4, -0.1], [-1.0, 0.1, -0.1], [-0.1, 0.4, 0.4], [-0.1, -0.2, -0.2], [0.0, 0.0, 0.1], [0.0, -0.1, -0.2], [-0.2, 0.1, -0.2], [0.0, 0.0, 0.0], [0.0, 0.0, 0.0], [0.0, 0.0, 0.0], [0.0, 0.0, 0.0], [-0.1, -0.1, 0.0], [0.0, 0.0, 0.0], [0.0, 0.0, 0.0], [0.0, 0.0, 0.0], [-0.1, 0.0, 0.0], [0.0, 0.0, 0.0], [0.0, 0.0, 0.0], [0.0, 0.0, 0.0], [0.0, -0.2, 0.1], [0.0, 0.0, 0.0], [0.0, 0.0, 0.0], [0.0, -0.1, 0.0], [0.0, 0.0, 0.0], [0.0, 0.0, 0.0]]
}

---

# 3
{
  "formula": "C2HBr2F3",
  "method": "the ωB97M-V functional and the def2-TZVPD basis",
  "orbital_gap_ha": 0.391,
  "total_energy_ev": -150325.86756,
  "homo_energy_ha": -0.3841,
  "de_lowest_kj_mol": 0.0,
  "multiplicity": 1,
  "largest_force_ev_per_a": 4.57,
  "elements": ["Br", "Br", "F", "F", "F", "C", "C", "H"],
  "positions_angstrom": [[1.219434, -1.635685, 1.073303], [-0.552052, -1.722399, -1.541089], [1.504205, 0.162079, -1.110608], [-0.386327, 0.904995, 1.672250], [-0.154089, 1.786628, -0.299188], [0.519262, -0.651292, -0.409307], [-0.557630, 0.721194, 0.395568], [-1.592803, 0.434480, 0.219072]],
  "atomic_forces_ev_per_a": [[0.4, 0.1, -0.4], [0.2, 0.3, -0.3], [-1.9, -2.5, 1.4], [0.8, 0.0, 1.0], [-0.4, 0.2, 0.3], [-0.3, 4.3, 1.4], [1.2, -2.4, -3.0], [0.0, 0.1, -0.4]]
}

---

# 4
{
  "formula": "C30H34CdN8O9P2SSe",
  "method": "the ωB97M-V functional and the def2-TZVPD basis",
  "orbital_gap_ha": 0.281,
  "total_energy_ev": -161338.38952,
  "homo_energy_ha": -0.2804,
  "de_lowest_kj_mol": 282.8,
  "multiplicity": 1,
  "largest_force_ev_per_a": 5.69,
  "elements": ["Cd", "Se", "S", "P", "P", "O", "O", "O", "O", "O", "O", "O", "O", "O", "N", "N", "N", "N", "N", "N", "N", "N", "C", "C", "C", "C", "C", "C", "C", "C", "C", "C", "C", "C", "C", "C", "C", "C", "C", "C", "C", "C", "C", "C", "C", "C", "C", "C", "C", "C", "C", "C", "H", "H", "H", "H", "H", "H", "H", "H", "H", "H", "H", "H", "H", "H", "H", "H", "H", "H", "H", "H", "H", "H", "H", "H", "H", "H", "H", "H", "H", "H", "H", "H", "H", "H"],
  "positions_angstrom": [[8.378931, 10.423116, 19.455534], [5.861845, 9.371889, 20.022620], [10.525419, 11.923125, 24.658919], [10.208424, 7.625833, 20.608589], [9.151152, 7.403758, 17.741938], [11.781224, 8.113193, 18.255737], [10.825640, 10.447747, 24.774922], [9.828552, 9.135231, 20.754739], [9.257397, 6.471011, 20.813145], [8.283249, 6.419482, 18.537325], [11.381366, 7.302532, 21.692323], [11.052589, 8.646093, 15.595326], [8.816447, 8.887277, 17.592999], [9.327653, 6.783133, 16.305586], [11.620739, 10.858631, 15.121122], [8.214803, 12.266465, 20.806232], [7.950388, 14.694716, 20.537388], [5.824754, 15.190841, 19.539241], [12.644571, 9.017370, 14.026860], [9.222046, 11.944798, 17.715677], [5.406612, 12.205752, 19.136407], [7.271580, 16.874383, 20.340447], [13.568331, 10.181620, 12.079715], [14.372347, 13.433157, 26.626327], [13.530493, 12.521415, 27.321315], [9.894969, 12.571701, 15.053844], [11.741521, 9.489343, 14.947869], [14.848665, 10.154274, 14.151409], [15.746188, 11.046627, 13.550537], [8.819476, 13.338826, 26.321432], [5.396249, 11.128813, 19.627507], [7.770928, 13.499358, 27.173062], [6.966262, 12.394807, 27.463873], [11.935627, 12.782808, 25.549864], [8.947390, 13.311114, 15.763111], [11.312722, 5.863327, 18.789624], [12.679095, 13.776987, 24.890718], [8.131533, 11.134389, 25.800293], [13.944859, 14.082143, 25.438854], [12.327083, 12.154101, 26.697737], [13.658545, 9.802277, 13.459737], [16.456617, 12.744909, 11.771189], [6.957476, 15.570344, 20.138671], [8.991718, 12.206322, 25.658924], [8.605246, 12.988089, 17.090158], [10.802988, 7.278682, 18.789455], [14.553807, 11.056743, 11.510493], [10.526245, 11.562460, 15.721334], [15.572132, 11.618938, 12.280721], [7.860178, 13.418146, 20.642743], [10.275786, 11.392443, 17.082599], [7.033752, 11.227350, 26.696168], [15.099307, 9.751516, 15.123022], [15.351966, 13.683245, 26.922298], [9.527909, 14.140301, 26.180521], [10.794072, 10.633831, 17.706262], [5.612298, 14.199219, 19.284456], [12.187660, 5.779572, 19.389863], [9.993815, 12.573286, 13.949242], [11.472748, 5.526659, 17.739066], [13.891476, 12.083396, 28.261550], [16.561189, 11.382165, 14.173463], [14.365579, 11.324865, 10.474588], [11.860342, 8.102355, 22.024659], [8.492539, 6.477151, 19.649258], [12.071404, 11.322063, 14.335776], [11.825800, 7.955808, 17.253429], [6.384444, 10.349620, 26.837636], [16.985239, 12.449478, 10.883403], [10.580096, 5.141013, 19.255175], [14.632437, 14.834407, 25.062818], [6.166550, 12.498820, 28.188039], [12.438495, 14.178664, 23.935764], [5.068191, 15.825033, 19.268414], [12.798776, 9.778936, 11.427416], [8.175320, 17.141476, 20.673773], [8.327111, 14.004100, 15.252944], [11.634556, 11.371319, 27.149177], [6.524425, 17.572366, 20.334526], [12.752496, 7.983479, 14.063341], [7.656106, 14.417764, 27.675618], [16.041174, 13.748853, 11.516326], [9.578827, 7.483030, 15.680919], [8.432412, 10.186426, 25.339973], [7.795780, 13.446666, 17.658994], [17.216846, 12.921712, 12.502443]],
  "atomic_forces_ev_per_a": [[0.0, -0.9, 0.3], [0.1, 0.9, -0.1], [0.2, -0.4, -0.6], [0.9, 2.0, -0.2], [1.5, 1.7, 1.8], [0.6, 0.7, -1.6], [-0.3, 1.1, 0.2], [0.1, -2.1, -0.7], [-0.9, 0.8, -0.3], [-0.9, 0.2, 0.5], [0.3, 1.1, -0.5], [1.4, 2.0, -1.4], [-0.2, -1.1, 0.7], [-0.2, -0.5, -0.1], [0.3, -0.7, -1.3], [-1.9, 4.3, -0.7], [-2.1, 2.7, -0.7], [-0.8, -0.1, -0.3], [-0.4, -0.9, 0.8], [0.6, 1.2, -0.8], [-0.6, -1.8, 1.4], [-1.8, 0.2, -0.5], [1.6, 0.6, 1.0], [-2.1, -0.2, -0.8], [0.9, 0.5, -1.0], [-1.1, -0.4, -0.7], [-1.8, -2.0, 1.7], [-0.6, 0.3, -1.3], [-0.4, 0.3, 0.4], [0.4, 2.9, 0.3], [0.8, 1.6, -1.7], [-0.5, -1.4, 0.7], [-1.2, 0.2, -0.7], [-1.2, -0.1, -1.3], [-0.4, -0.5, 0.8], [-1.6, -1.8, -0.5], [1.4, -0.8, 1.2], [-0.4, -0.9, 0.5], [-0.6, -0.8, 1.3], [-0.2, -0.7, 2.1], [1.8, 0.8, -2.0], [-0.1, 0.1, 0.0], [2.1, -1.9, 0.7], [1.7, -2.8, -1.0], [0.8, -1.4, -0.4], [-1.8, -0.2, 0.1], [-1.8, -0.7, 0.6], [1.8, -0.4, 1.1], [-0.6, -0.2, -0.1], [2.5, -5.1, 0.3], [-0.9, -1.4, 1.0], [1.6, 0.0, -0.3], [-0.3, 0.1, 0.1], [0.9, 0.1, 0.8], [0.1, 0.3, 0.0], [-0.1, 0.4, -0.9], [0.5, 0.3, 0.7], [1.0, 0.1, 0.2], [0.0, 0.7, 0.8], [0.2, 0.2, 0.7], [-0.4, 0.1, -0.5], [0.3, 0.0, 0.0], [0.3, 0.2, 0.1], [-0.8, -0.8, -0.5], [0.5, -0.5, -0.8], [-0.1, 0.4, 0.4], [-0.3, 0.4, 2.0], [0.3, 0.7, 0.0], [0.2, -0.3, -0.6], [0.6, 0.8, -0.6], [-0.3, -0.2, -0.5], [0.1, 0.0, 0.1], [-0.6, 0.3, -0.5], [0.9, -0.1, 0.3], [-0.1, 0.1, 0.3], [0.1, -0.3, 0.3], [-0.2, 0.8, -0.3], [1.1, 1.0, -0.7], [0.7, -0.5, -0.2], [-0.2, 1.3, 0.0], [-0.2, 0.9, 0.7], [-0.5, -1.0, 0.4], [0.2, 0.0, 0.1], [-0.4, 0.4, 0.0], [0.2, 0.0, -0.4], [0.5, 0.2, 0.5]]
}

---

# 5
{
  "formula": "CH7N2",
  "method": "the ωB97M-V functional and the def2-TZVPD basis",
  "total_charge": 1,
  "orbital_gap_ha": 0.443,
  "total_energy_ev": -4123.71928,
  "homo_energy_ha": -0.5886,
  "de_lowest_kj_mol": 18.6,
  "multiplicity": 1,
  "largest_force_ev_per_a": 1.49,
  "elements": ["N", "N", "C", "H", "H", "H", "H", "H", "H", "H"],
  "positions_angstrom": [[-1.250304, 0.691154, -0.789376], [0.688858, -0.821626, 0.082348], [1.270461, -0.413110, 1.125082], [-2.054023, 0.225295, -1.191531], [-0.883593, 1.341618, -1.476709], [2.229847, -0.838174, 1.408153], [-0.308645, -0.111121, -0.497641], [1.051650, -1.577714, -0.482911], [0.791469, 0.307522, 1.786015], [-1.535718, 1.196157, 0.036571]],
  "atomic_forces_ev_per_a": [[0.7, -0.4, -0.4], [-1.1, 0.7, -0.7], [0.4, -0.9, 0.0], [-0.2, -0.1, 0.0], [-0.2, 0.2, 0.0], [-0.1, 0.0, 0.3], [-0.4, 0.0, 0.8], [0.7, -0.1, 0.2], [0.2, 0.2, -0.3], [-0.2, 0.2, 0.2]]
}

---

# 6
{
  "formula": "C3H6N5S",
  "method": "the ωB97M-V functional and the def2-TZVPD basis",
  "total_charge": -1,
  "orbital_gap_ha": 0.257,
  "total_energy_ev": -21493.12074,
  "homo_energy_ha": -0.1178,
  "de_lowest_kj_mol": 40.6,
  "multiplicity": 1,
  "largest_force_ev_per_a": 3.88,
  "elements": ["S", "N", "N", "N", "N", "N", "C", "C", "C", "H", "H", "H", "H", "H", "H"],
  "positions_angstrom": [[-0.323893, 1.174670, 1.452323], [4.057814, 0.065376, 0.248727], [2.120139, 0.671898, -0.346726], [-1.098714, 0.178326, 0.404946], [4.063122, 0.349946, -1.067324], [2.859287, 0.719898, -1.402270], [-2.998443, -1.004002, -0.551621], [-2.371277, -0.118584, 0.459387], [2.843698, 0.305943, 0.680987], [-3.765502, -1.782874, -0.223829], [-2.237041, -1.561257, -0.904762], [2.428378, 0.311056, 1.659140], [-3.132639, 0.197761, 1.270015], [1.132855, 0.901571, -0.361470], [-3.577784, -0.409728, -1.317524]],
  "atomic_forces_ev_per_a": [[0.4, 1.2, 1.3], [0.9, 0.0, 0.5], [-1.0, 0.4, -0.2], [-3.3, -1.7, -1.1], [-1.1, 0.0, 0.4], [1.2, -0.1, -2.1], [-3.5, 0.8, 0.4], [0.5, 0.8, 1.7], [0.5, -0.3, 0.5], [0.8, 1.1, 0.4], [2.5, -1.7, -2.2], [0.0, -0.3, 0.5], [1.6, 0.2, -0.7], [-0.3, 0.2, 0.4], [0.9, -0.6, 0.4]]
}